ORCA calculation (ωB97M-V/def2-TZVPD) on a molecular structure, C26H24N7O3RbS3.

## Properties
* HOMO energy: -1.1 eV
* net charge: -2
* HOMO-LUMO gap: 4.7310 eV
* lowest unoccupied orbital energy: 3.624 eV

The geometry in XYZ format:
```
64
Properties=species:S:1:pos:R:3:lowdin_charge:R:1
Rb 0.4010 -0.0922 0.6437 0.67
N 0.5546 3.2765 4.5966 0.12
C 1.5220 4.1479 4.0407 -0.26
C 1.2987 5.5136 3.9583 -0.04
C 2.2696 6.3393 3.4058 -0.10
C 3.4338 5.7959 2.8835 -0.11
C 3.6375 4.4220 2.9201 -0.10
C 2.7038 3.6068 3.5438 -0.46
S 2.9545 1.8732 3.6937 0.99
N 1.3605 1.2937 3.5772 -0.22
C 0.4117 2.0027 4.0285 -0.38
C -0.9711 1.4402 3.9874 -0.24
C -1.7325 1.3172 5.1388 -0.03
C -2.9712 0.6918 5.0292 -0.08
C -3.3867 0.2322 3.7968 -0.05
C -2.5646 0.4384 2.6900 -0.16
N -1.3852 1.0400 2.7886 0.08
H -0.3347 3.7262 4.7583 0.13
H 0.3678 5.9287 4.3293 0.11
H 2.0951 7.4070 3.3569 0.09
H 4.1681 6.4339 2.4086 0.10
H 4.4876 3.9615 2.4286 0.11
H -1.3540 1.6574 6.0949 0.11
H -3.5854 0.5467 5.9100 0.10
H -4.3194 -0.3007 3.6764 0.11
H -2.8439 0.0932 1.6975 0.03
S -2.5760 -0.8268 -0.8062 0.42
C -2.8938 -2.5225 -0.5741 -0.76
C -3.6517 -3.1879 -1.5495 -0.11
C -3.9856 -4.5354 -1.4817 -0.23
C -4.7670 -5.1279 -2.5228 -0.22
N -5.3975 -5.5882 -3.3718 0.11
C -3.5437 -5.2837 -0.3767 -0.23
C -2.7897 -4.6477 0.6016 -0.11
C -2.4395 -3.2885 0.5563 -0.77
S -1.5006 -2.6468 1.8701 0.39
C -3.8539 -6.6740 -0.2439 -0.21
N -4.1041 -7.7931 -0.1208 0.11
H -3.9918 -2.6081 -2.3977 0.09
H -2.4467 -5.2220 1.4522 0.09
C 0.1441 3.7375 -3.8221 -0.08
N 0.0902 2.6901 -2.8268 -0.15
C -0.9880 1.7364 -3.0229 -0.06
C 0.4885 2.9050 -1.5211 -0.52
O -0.1238 2.3998 -0.5889 -0.05
N 1.5828 3.7281 -1.3323 -0.13
C 1.9027 3.9883 0.0657 -0.06
C 2.7944 3.5149 -2.1328 -0.05
H -0.8639 4.1286 -4.0153 0.08
H 0.5420 3.3583 -4.7688 0.08
H 0.7656 4.5591 -3.4825 0.08
H -0.9543 1.3791 -4.0540 0.09
H -1.9696 2.1873 -2.8380 0.09
H -0.8918 0.8878 -2.3525 0.03
H 0.9962 4.2351 0.6142 0.09
H 2.5920 4.8347 0.1043 0.09
H 2.3891 3.1254 0.5201 0.07
H 2.5539 3.0220 -3.0697 0.08
H 3.4966 2.8918 -1.5747 0.07
H 3.2621 4.4808 -2.3505 0.08
O 4.7648 2.0679 0.4678 -0.13
C 4.0828 1.0221 0.3930 -0.66
O 2.9899 0.8435 -0.1975 -0.21
H 4.5139 0.1192 0.8948 0.10
```

ORCA calculation (ωB97M-V/def2-TZVPD) on 2 unconnected molecules or ions with the total composition C11H19OP.

## Properties
* HOMO energy (alpha / beta): -7.2 / -7.2 eV
* energy relative to the best compared isomer or geometry (same formula, charge and spin): 48.3 kcal/mol
* HOMO-LUMO gap (alpha / beta): 7.0199 / 7.0150 eV
* lowest unoccupied orbital energy (alpha / beta): -0.191 / -0.194 eV

The geometry in XYZ format:
```
32
Properties=species:S:1:pos:R:3:lowdin_charge:R:1
C -2.8703 -0.4585 0.5893 -0.19
C -2.8875 -0.0853 -0.8867 -0.19
C -2.3036 0.6986 1.4109 -0.15
C -1.4568 -0.0219 -1.4130 -0.12
C 1.7655 -0.0982 -1.6584 -0.12
C 2.1239 1.2070 -0.9870 -0.11
C -0.9000 2.2345 -0.1572 -0.01
C -0.9684 1.1793 0.8848 -0.18
C -0.5295 0.8079 -0.5398 -0.32
C 0.8601 0.5480 -0.7462 -0.12
C 3.1498 -2.7512 1.1960 -0.30
O 1.5421 -0.5796 1.2496 -0.47
P 2.9510 -0.9298 0.8824 0.65
H -3.8767 -0.6950 0.9379 0.11
H -2.2434 -1.3412 0.7276 0.12
H -3.4432 -0.8279 -1.4627 0.11
H -3.3904 0.8756 -1.0175 0.11
H -3.0178 1.5273 1.3959 0.12
H -2.1860 0.3807 2.4475 0.11
H -1.0532 -1.0364 -1.4563 0.13
H -1.4472 0.3834 -2.4302 0.12
H 1.5506 -0.2227 -2.7073 0.12
H 2.3644 -0.9175 -1.2073 0.04
H 2.9073 1.0531 -0.2276 0.05
H 2.1751 2.1575 -1.4951 0.12
H -1.8266 2.6151 -0.5610 0.11
H -0.1021 2.9606 -0.1176 0.11
H -0.1571 1.1477 1.5991 0.13
H 2.8450 -2.9643 2.2216 0.02
H 4.1816 -3.0507 1.0409 0.02
H 2.4990 -3.2912 0.5082 0.02
H 3.7444 -0.5048 1.9794 -0.04
```

ORCA calculation (ωB97M-V/def2-TZVPD) on a molecular structure, C36H38N11NiO2S.

## Properties
* HOMO energy (alpha / beta): -9.2 / -9.7 eV
* energy relative to the best compared isomer or geometry (same formula, charge and spin): 0.0 kcal/mol
* net charge: +1
* 2S+1: 3
* HOMO-LUMO gap (alpha / beta): 6.7410 / 7.2410 eV
* lowest unoccupied orbital energy (alpha / beta): -2.433 / -2.418 eV

The geometry in XYZ format:
```
89
Properties=species:S:1:pos:R:3:lowdin_charge:R:1
Ni -0.6668 -0.0992 -0.7127 0.50
O -0.0619 -1.4256 2.2688 -0.31
S 1.2213 -0.8706 1.9140 0.71
O 2.3703 -1.8030 2.0112 -0.33
N 1.1106 -0.3452 0.3181 -0.13
C 2.2666 0.0550 -0.3125 -0.30
C 3.5935 0.0199 0.1674 -0.06
C 4.6621 0.4491 -0.6408 -0.07
C 4.4455 0.8942 -1.9228 -0.05
C 3.1335 0.9425 -2.4843 -0.15
C 2.8509 1.3483 -3.8236 0.01
C 1.5351 1.3699 -4.2394 -0.04
C 0.5043 0.9764 -3.3625 -0.11
N 0.7008 0.6667 -2.0712 0.04
C 2.0181 0.5679 -1.6580 -0.16
C 1.4430 0.5543 2.9833 -0.27
C 0.8057 0.4344 4.2049 -0.07
C 0.8744 1.4986 5.0937 -0.07
C 1.5963 2.6450 4.7715 -0.07
C 2.2501 2.7133 3.5484 -0.08
C 2.1920 1.6692 2.6530 -0.08
H 3.7905 -0.3636 1.1788 0.10
H 5.6840 0.4231 -0.2409 0.12
H 5.2906 1.2215 -2.5421 0.11
H 3.6713 1.6610 -4.4681 0.12
H 1.2718 1.6270 -5.2683 0.11
H -0.5129 0.8910 -3.7603 0.11
H 0.2526 -0.4902 4.4443 0.13
H 0.3398 1.4363 6.0473 0.12
H 1.6423 3.4943 5.4631 0.12
H 2.7554 3.6382 3.2425 0.12
H 2.6981 1.7443 1.6805 0.11
N 0.5680 3.1562 -0.0480 0.20
C -0.2947 2.7479 0.9074 -0.42
N -0.4974 3.5903 1.9449 0.18
C -1.3983 3.1242 2.8560 -0.42
N -1.6618 3.9261 3.9050 0.17
N -2.0428 1.9313 2.8381 0.19
C -1.7506 1.2046 1.7591 -0.27
N -0.8772 1.5267 0.7961 0.14
C -2.4235 -0.1047 1.6550 -0.21
C -3.3662 -0.4703 2.6350 0.01
C -3.9650 -1.7084 2.5073 -0.04
C -3.6177 -2.5269 1.4257 -0.02
C -2.7136 -2.0638 0.4824 -0.10
N -2.1317 -0.8680 0.5925 0.05
H 1.0140 4.0547 0.0508 0.12
H 0.8381 2.5217 -0.7922 0.07
H -1.2864 4.8700 3.9027 0.12
H -2.3973 3.6777 4.5553 0.11
H -3.5416 0.2525 3.4511 0.12
H -4.6785 -2.0561 3.2797 0.12
H -4.0569 -3.5233 1.3116 0.12
H -2.4599 -2.6509 -0.3973 0.11
C -3.3628 4.5082 -2.0203 0.00
N -3.2035 3.0431 -1.8121 -0.10
C -4.1904 2.1249 -1.4361 -0.04
C -3.5900 0.9079 -1.3404 -0.12
N -2.2531 1.0398 -1.6397 0.01
C -2.0583 2.3184 -1.8924 -0.18
H -4.3356 4.6902 -2.5034 0.10
H -2.5544 4.8599 -2.6852 0.10
H -3.3313 5.0456 -1.0573 0.09
H -5.2341 2.4008 -1.2768 0.13
H -4.0347 -0.0445 -1.0723 0.11
H -1.0961 2.7594 -2.1222 0.12
C 2.6542 -3.1029 -1.2121 0.02
N 1.8697 -3.5956 -0.0197 -0.16
C 2.3236 -4.9604 0.3724 -0.01
C 0.3379 -3.4561 -0.0626 -0.07
C -0.1616 -3.1475 -1.4640 -0.29
C -0.2305 -4.2170 -2.3772 -0.07
C -0.8237 -4.0845 -3.6193 -0.10
C -1.4029 -2.8698 -3.9399 -0.10
C -1.3185 -1.8058 -3.0670 -0.14
C -0.6626 -1.8958 -1.8375 -0.14
H 3.7218 -3.0822 -0.9230 0.12
H 2.3251 -2.1020 -1.4896 0.08
H 2.5062 -3.7812 -2.0598 0.10
H 2.1560 -2.9712 0.7683 0.09
H 2.1281 -5.6850 -0.4366 0.11
H 1.8158 -5.2871 1.2851 0.11
H 3.3994 -4.9387 0.5819 0.10
H 0.0425 -2.6795 0.6659 0.07
H -0.0724 -4.4411 0.2213 0.13
H 0.1882 -5.1882 -2.0580 0.11
H -0.8467 -4.9324 -4.3158 0.11
H -1.9134 -2.7385 -4.9145 0.11
H -1.7800 -0.8463 -3.3421 0.07
```

ORCA calculation (ωB97M-V/def2-TZVPD) on 2 unconnected molecules or ions with the total composition BrClO2S.

## Properties
* HOMO energy: -11.0 eV
* energy relative to the best compared isomer or geometry (same formula, charge and spin): 1.6 kcal/mol
* HOMO-LUMO gap: 9.2297 eV
* lowest unoccupied orbital energy: -1.762 eV

The geometry in XYZ format:
```
5
Properties=species:S:1:pos:R:3:lowdin_charge:R:1
O -0.9026 -1.6885 1.1990 -0.44
O -0.3597 -1.8368 -1.1250 -0.43
S 0.1070 -1.4699 0.1906 0.83
Cl 0.0213 2.8982 -0.9685 -0.10
Br 1.1339 2.0970 0.7038 0.14
```

ORCA calculation (ωB97M-V/def2-TZVPD) on a molecular structure, C23H27N3O2S2.

## Properties
* HOMO energy: -7.6 eV
* energy relative to the best compared isomer or geometry (same formula, charge and spin): 433.0 kcal/mol
* HOMO-LUMO gap: 7.8925 eV
* lowest unoccupied orbital energy: 0.248 eV

The geometry in XYZ format:
```
57
Properties=species:S:1:pos:R:3:lowdin_charge:R:1
O -0.4517 -1.4260 -0.3197 0.04
C -1.6194 -1.1542 -0.5578 -0.78
N -1.7797 -0.1836 -1.3742 0.10
H -2.8086 0.1579 -1.6309 0.21
C -0.9593 0.5370 -2.3229 -0.28
C -1.1152 0.7278 -3.8015 -0.12
C -0.0740 1.6533 -4.5547 -0.28
C 0.0903 2.7746 -4.0080 -0.35
C 0.3777 2.8189 -2.5249 -0.15
C -0.7993 2.0943 -1.7039 -0.05
H -0.3252 2.1227 -0.6164 0.14
H -1.5870 2.4986 -1.9557 0.00
H 0.1799 3.8319 -2.1738 0.10
H 1.3808 2.4667 -2.1992 0.10
H 0.8355 3.3234 -4.5352 0.12
H -0.8912 3.5290 -4.1965 0.19
H -0.3759 1.5113 -5.5629 0.12
H 0.9458 1.0751 -4.3624 0.16
H -1.0105 -0.4819 -3.9806 0.18
H -1.9870 1.2033 -3.8985 0.06
H 0.1814 0.1046 -2.0914 0.16
C -2.6649 -1.5421 -0.1027 -0.59
H -2.4482 -2.5688 0.5381 0.20
H -3.4838 -1.7496 -0.8198 0.14
S -3.3851 -0.7351 1.0546 1.07
C -2.2307 -0.4825 2.3007 -0.60
C -1.2178 0.2523 2.0074 0.08
N -0.0641 -0.1131 3.1775 0.01
C -0.8175 -0.8167 3.8795 -0.20
C -0.4185 -1.4936 5.1336 -0.03
C -1.1314 -2.4849 5.7753 -0.04
C -2.5174 -2.7946 5.1643 -0.08
C -2.9353 -2.0867 4.1324 -0.10
C -2.2164 -1.2156 3.3417 -0.19
H -3.9953 -2.2705 3.6433 0.15
H -2.9778 -3.3709 5.9019 0.07
H -0.9134 -3.0792 6.6222 0.07
H 0.6347 -1.1094 5.5793 0.14
C 1.2282 0.3557 3.1680 -0.26
H 1.6235 0.5853 4.1863 0.14
H 1.2094 1.4278 2.7268 0.17
C 2.2238 -0.4584 2.5034 -0.10
N 2.0378 -0.6798 0.9925 0.13
C 2.7501 0.1152 0.2757 -0.59
O 3.7122 0.8223 0.7903 0.00
C 2.7213 -0.1953 -0.9842 -0.46
C 3.3038 0.7065 -1.9683 -0.08
C 3.1617 0.2026 -3.2559 -0.24
C 2.7770 -1.1285 -3.3619 -0.45
S 2.2907 -1.4802 -1.9243 1.12
H 2.5347 -1.6675 -4.2297 0.07
H 3.7828 0.6325 -4.1631 0.15
H 3.9029 1.4396 -1.5742 0.09
H 1.1756 -1.1486 0.6866 0.11
H 1.7360 -1.6210 3.0196 0.21
H 3.2053 -0.2948 2.9284 0.11
H -0.8012 0.8631 1.2261 0.10
```

ORCA calculation (ωB97M-V/def2-TZVPD) on a single C7H6ClIN2O2 molecule.

## Properties
* HOMO energy (alpha / beta): -9.6 / -7.4 eV
* energy relative to the best compared isomer or geometry (same formula, charge and spin): 37.1 kcal/mol
* HOMO-LUMO gap (alpha / beta): 8.0546 / 6.0109 eV
* lowest unoccupied orbital energy (alpha / beta): -1.517 / -1.363 eV

The geometry in XYZ format:
```
19
Properties=species:S:1:pos:R:3:lowdin_charge:R:1
C -3.4121 2.9117 0.8614 0.14
C -2.4876 1.9583 0.8691 -0.29
C 2.1992 -0.2681 -0.4055 -0.07
C 0.8526 -0.4610 -0.2872 -0.19
C -0.2299 0.4164 -0.2653 -0.62
C -2.5804 0.7089 0.1517 -0.80
C 3.3025 -1.3218 -0.3776 -0.09
N -1.4643 0.0862 -0.0848 0.00
N 0.3416 -1.8456 0.2055 -0.33
O 1.0226 -2.4675 1.0003 0.07
O -0.7403 -2.2701 -0.1627 0.06
Cl 0.2550 1.9096 -1.0891 0.72
I -4.3469 -0.1437 -0.5114 0.93
H -4.5388 2.7899 0.7759 0.04
H -1.3935 2.1358 0.9817 0.08
H 2.3549 0.7954 -0.5000 0.07
H 3.7219 -1.5485 0.6324 0.08
H 2.9665 -2.3949 -0.7859 0.12
H 4.1770 -0.9910 -1.0084 0.08
```

ORCA calculation (ωB97M-V/def2-TZVPD) on a molecular structure, C35H37N2O7S5W.

## Properties
* HOMO energy (alpha / beta): -9.8 / -9.8 eV
* energy relative to the best compared isomer or geometry (same formula, charge and spin): 0.0 kcal/mol
* net charge: +1
* HOMO-LUMO gap (alpha / beta): 6.0055 / 6.0047 eV
* lowest unoccupied orbital energy (alpha / beta): -3.825 / -3.826 eV

The geometry in XYZ format:
```
87
Properties=species:S:1:pos:R:3:lowdin_charge:R:1
W 0.1727 0.4011 1.7871 1.62
O 0.1785 3.7545 4.4688 0.18
C 0.8836 2.8470 3.8121 -0.42
O 0.4773 1.6908 3.6708 -0.14
C 2.2208 3.3885 3.3787 -0.09
O 2.9593 2.4829 2.6111 -0.09
C 3.0626 2.8210 1.2460 -0.09
C 1.8022 2.5736 0.4354 -0.55
O 1.7676 2.7606 -0.7457 0.14
O 0.7404 2.1643 1.1519 -0.31
H -0.6980 3.3860 4.6931 0.15
H 2.0587 4.3525 2.8825 0.16
H 2.7630 3.6009 4.3116 0.16
H 3.3586 3.8670 1.1100 0.15
H 3.8418 2.1881 0.8201 0.15
C 2.1109 -0.5216 4.3736 -0.03
C 1.1123 -0.9920 3.3462 -0.30
C -0.2929 -0.9901 3.6625 -0.29
C -0.7409 -0.5882 5.0468 -0.01
C -1.2243 -1.5269 2.7449 -0.28
C -2.6832 -1.5718 3.0847 -0.05
C -0.7740 -2.0074 1.5081 -0.22
C -1.7659 -2.4085 0.4536 0.00
C 0.6290 -2.2702 1.3356 -0.19
C 1.1471 -3.0321 0.1525 0.00
C 1.5500 -1.8438 2.2824 -0.20
C 2.9973 -2.2008 2.1400 0.01
H 2.4567 -1.3720 4.9662 0.11
H 1.6731 0.2017 5.0520 0.08
H 2.9721 -0.0557 3.8968 0.09
H -0.8237 0.4907 5.1669 0.08
H -0.0262 -0.9508 5.7844 0.10
H -1.6999 -1.0325 5.2873 0.08
H -2.9846 -0.7562 3.7343 0.07
H -2.8871 -2.5169 3.5969 0.12
H -3.3044 -1.5256 2.1973 0.05
H -2.1849 -3.3914 0.6875 0.12
H -1.3225 -2.4644 -0.5317 0.07
H -2.5784 -1.6873 0.3971 0.06
H 1.9867 -2.5129 -0.3081 0.08
H 0.4051 -3.2251 -0.6089 0.07
H 1.5272 -3.9982 0.4927 0.11
H 3.4391 -1.6719 1.2976 0.10
H 3.0944 -3.2689 1.9468 0.10
H 3.5688 -1.9659 3.0288 0.08
O 2.2165 0.0660 0.4993 -0.03
C 1.4672 -0.0623 -0.5033 -0.56
N 1.7539 -0.2321 -1.7907 0.22
C 0.5080 -0.2541 -2.5840 -0.23
C -0.5515 -0.0455 -1.4662 -0.38
O -1.7413 -0.0045 -1.6323 0.11
N 0.1228 -0.0384 -0.2623 0.04
C 0.5089 0.8588 -3.6196 -0.15
C 1.1569 0.6331 -4.8312 -0.02
C 1.2500 1.6441 -5.7721 -0.06
C 0.6845 2.8850 -5.5136 -0.07
C 0.0326 3.1103 -4.3128 -0.05
C -0.0533 2.1015 -3.3640 -0.01
C 0.2553 -1.6183 -3.2107 -0.17
C -0.9305 -1.8117 -3.9155 -0.02
C -1.2028 -3.0372 -4.4954 -0.06
C -0.2920 -4.0821 -4.3893 -0.07
C 0.8946 -3.8888 -3.7043 -0.07
C 1.1666 -2.6595 -3.1140 -0.06
H 2.6435 0.0457 -2.1789 0.18
H 1.5760 -0.3408 -5.0476 0.12
H 1.7541 1.4598 -6.7099 0.11
H 0.7490 3.6729 -6.2498 0.11
H -0.4111 4.0718 -4.1019 0.08
H -0.5482 2.3043 -2.4258 0.09
H -1.6329 -0.9931 -4.0122 0.13
H -2.1245 -3.1767 -5.0422 0.11
H -0.5047 -5.0363 -4.8497 0.11
H 1.6175 -4.6889 -3.6317 0.11
H 2.0990 -2.5178 -2.5888 0.10
C -5.0803 -0.0637 -1.2256 -0.38
S -4.6273 0.5586 0.4085 0.86
C -3.5021 1.8283 -0.0145 -0.98
C -2.4090 2.1575 0.6957 -1.00
S -1.8655 1.4176 2.2036 0.72
S -1.5504 3.5893 0.1628 0.94
C -2.5836 3.9960 -1.1655 -1.48
S -2.3812 5.3096 -2.1083 0.60
S -3.8693 2.8490 -1.3811 0.95
H -5.6958 -0.9422 -1.0399 0.04
H -4.1908 -0.3449 -1.7839 0.03
H -5.6747 0.6576 -1.7799 0.03
```

ORCA calculation (ωB97M-V/def2-TZVPD) on a single C11H19F2NO4S molecule.

## Properties
* HOMO energy: -10.2 eV
* SMILES string: [H]/N=C(\C)C[C@@]1([C@H](F)CC)OS(=O)(=O)O[C@@H]1[C@H](F)CC
* HOMO-LUMO gap: 10.8849 eV
* lowest unoccupied orbital energy: 0.662 eV

The geometry in XYZ format:
```
38
Properties=species:S:1:pos:R:3:lowdin_charge:R:1
H -3.6453 -1.2046 2.7701 0.06
N -2.8054 -0.6267 2.6913 0.16
C -1.8844 -1.2488 2.0860 -0.43
C -2.0021 -2.6751 1.6017 -0.04
C -0.5628 -0.5221 1.9211 -0.04
C -0.3743 0.3773 0.6672 -0.30
C -1.3776 0.0516 -0.4501 -0.25
F -1.1003 -1.2519 -0.8675 0.01
C -1.4575 1.0183 -1.6214 -0.17
C -2.0335 0.3541 -2.8723 -0.08
O -0.7333 1.7362 1.0138 -0.14
S 0.4624 2.5567 1.6443 0.60
O 0.5046 3.8322 1.0319 -0.21
O 0.4575 2.4259 3.0563 -0.21
O 1.6174 1.6517 1.0498 -0.15
C 1.1565 0.4800 0.3408 -0.16
C 1.7173 0.6618 -1.0754 -0.28
F 1.1452 -0.2680 -1.9428 0.01
C 3.2246 0.5041 -1.1163 -0.17
C 3.7106 -0.9279 -0.8857 -0.08
H -1.1467 -2.9902 1.0110 0.07
H -2.8997 -2.7991 0.9948 0.09
H -2.0863 -3.3349 2.4693 0.09
H 0.2481 -1.2517 1.9745 0.13
H -0.4627 0.1489 2.7754 0.12
H -2.3558 0.0203 0.0368 0.15
H -0.4862 1.4553 -1.8414 0.09
H -2.0929 1.8463 -1.3049 0.12
H -2.5446 1.0888 -3.4941 0.07
H -1.2516 -0.1138 -3.4694 0.07
H -2.7522 -0.4261 -2.6144 0.08
H 1.6490 -0.3681 0.8139 0.14
H 1.4422 1.6633 -1.4195 0.15
H 3.5501 0.8460 -2.1009 0.12
H 3.6555 1.1943 -0.3872 0.12
H 4.7455 -0.9385 -0.5466 0.08
H 3.6489 -1.5091 -1.8054 0.08
H 3.1196 -1.4566 -0.1346 0.07
```

Number 1: F_max 0.0056 Eh/bohr. Number 2: F_max 0.0594 Eh/bohr. Number 3: F_max 0.0569 Eh/bohr. Number 4: F_max 0.0458 Eh/bohr. Number 5: F_max 0.3868 Eh/bohr. Number 6: F_max 0.0767 Eh/bohr. Number 7: F_max 0.0263 Eh/bohr. Number 8: F_max 0.0060 Eh/bohr.